20
Properties=species:S:1:pos:R:3:forces:R:3 method="wB97M-V/def2-TZVPD" homo_energy_ev=-9.572 lumo_energy_ha=0.017 smiles="C#CN(B(O)O)C(=O)OCCO" gap_ha=0.369 total_energy_ha=-651.17073
C 1.65753 1.75580 1.01389 -0.3 0.1 0.2
C 0.80272 0.94885 1.26650 0.4 -0.4 -0.1
N -0.17134 0.03257 1.55485 -0.3 0.9 -0.1
B -1.15421 0.61656 2.57013 -0.2 -0.3 0.1
O -1.95309 1.67646 2.30946 0.3 0.1 0.3
O -1.21054 0.01907 3.79063 0.1 0.3 -0.2
C -0.76041 -0.56372 0.38716 0.2 -0.3 0.0
O -1.85781 -0.29605 0.00091 0.0 -0.1 0.1
O 0.01190 -1.53325 -0.15321 0.2 0.4 0.1
C 0.85328 -1.15444 -1.25999 0.0 -0.1 -0.4
C 0.04742 -0.94012 -2.53084 0.1 0.0 -0.1
O 0.98896 -0.63962 -3.55787 -0.1 0.0 0.1
H 2.34421 2.54821 0.82054 0.0 -0.2 0.0
H -1.64018 2.22440 1.58376 -0.2 -0.2 -0.2
H -0.45637 -0.56652 3.91025 -0.2 -0.3 0.0
H 1.53587 -1.99113 -1.40804 -0.1 0.0 0.1
H 1.45147 -0.27310 -1.02455 -0.1 0.0 0.1
H -0.67771 -0.13209 -2.40552 0.0 0.0 0.0
H -0.49537 -1.85994 -2.77081 0.0 0.1 0.0
H 0.63193 0.06061 -4.10757 0.0 0.0 -0.1


101
Properties=species:S:1:pos:R:3:forces:R:3 method="wB97M-V/def2-TZVPD" de_lowest_kcal_mol=51.2 homo_energy_ev=-7.829 lumo_energy_ha=0.009 gap_ha=0.296 total_energy_ha=-3718.23118
Sr -0.67360 -0.18233 0.00392 -3.1 2.3 -1.5
N -3.64439 1.27967 2.62069 0.1 0.1 -0.1
C -3.09156 2.58813 3.00066 0.0 -0.1 -0.1
C -1.63701 2.71119 2.56789 -0.1 -0.2 0.1
C -0.72235 1.81707 3.39632 0.0 -0.1 -0.2
C 0.72541 1.80491 2.92682 0.0 0.0 -0.1
N 0.86779 1.32727 1.53993 0.0 0.0 0.3
H -4.59874 1.18542 2.94331 0.0 0.0 0.0
H -3.11925 0.53229 3.06010 0.0 0.0 0.0
H -3.15453 2.76911 4.08094 0.0 0.1 0.1
H -3.68097 3.36266 2.50908 -0.1 0.0 0.0
H -1.32229 3.75304 2.66148 0.1 0.0 0.0
H -1.56095 2.44107 1.50985 0.0 0.1 -0.1
H -1.08303 0.78134 3.36628 0.0 0.1 0.0
H -0.74448 2.13946 4.44142 0.0 0.0 0.0
H 1.28309 1.14333 3.59189 0.1 0.0 0.0
H 1.15484 2.80633 3.03353 0.0 0.0 0.0
H 1.73057 0.79741 1.45640 -0.1 0.1 0.0
H 0.95514 2.12189 0.89770 0.0 0.0 0.0
O -3.00937 -2.15629 -2.70170 0.1 0.0 -0.1
C -2.06306 -3.19621 -2.70132 0.0 0.1 0.1
C -0.61499 -2.75063 -2.76848 0.1 0.2 0.0
C 0.32920 -3.65073 -3.24750 0.0 -0.1 -0.1
C 1.64857 -3.25560 -3.36144 0.0 -0.1 0.0
C 1.98881 -1.96034 -3.00895 0.1 0.1 0.0
C 0.99664 -1.13724 -2.51468 -0.3 -0.1 -0.1
N -0.28272 -1.51670 -2.37263 0.0 -0.3 -0.2
H -2.94373 -1.69019 -1.86001 0.0 0.0 0.1
H -2.26772 -3.78988 -3.59013 0.0 -0.1 -0.1
H -2.18149 -3.85796 -1.83355 0.0 0.1 0.1
H 0.01993 -4.64911 -3.53804 0.0 0.1 0.0
H 2.40060 -3.94253 -3.73232 0.0 0.0 0.0
H 3.00228 -1.59173 -3.10407 0.0 0.0 0.0
H 1.22271 -0.11937 -2.21379 -0.1 -0.2 -0.1
C -4.60752 -2.92010 1.91451 0.0 0.0 0.0
C -5.73393 -2.13097 1.76730 -0.1 0.1 0.0
C -5.71374 -1.09208 0.85183 -0.1 0.0 0.1
C -4.55693 -0.86548 0.11814 0.2 -0.1 0.0
N -3.45677 -1.60996 0.27818 0.0 -0.1 0.0
C -3.49038 -2.62409 1.14757 -0.1 0.1 -0.1
C -4.48270 0.21584 -0.90209 0.0 0.0 0.1
C -5.61953 0.62789 -1.58402 -0.1 0.0 -0.1
C -5.50813 1.63294 -2.52957 0.0 0.0 0.0
C -4.26539 2.19357 -2.75969 0.0 0.0 0.0
C -3.18241 1.71151 -2.04079 0.0 0.0 0.0
N -3.27876 0.74176 -1.13353 0.1 0.0 0.0
H -4.58679 -3.74517 2.61344 0.0 0.0 0.0
H -6.62409 -2.32000 2.35656 0.0 0.0 0.0
H -6.58309 -0.46092 0.72361 0.1 0.0 0.0
H -2.58979 -3.21638 1.22179 0.0 0.0 0.0
H -6.57363 0.15005 -1.40284 0.1 0.0 0.0
H -6.37920 1.96335 -3.08116 0.0 0.0 0.0
H -4.12823 2.97858 -3.49129 0.0 0.0 0.0
H -2.18712 2.10820 -2.19038 0.0 -0.1 0.0
C 4.04038 -4.66182 5.27412 -0.1 0.0 -0.1
C 3.05774 -4.08734 4.28618 0.0 0.0 0.0
C 1.96554 -4.82931 3.84658 0.0 0.0 0.0
C 1.08602 -4.31501 2.90416 -0.1 0.1 0.0
C 1.29630 -3.03935 2.40421 0.0 -0.1 0.0
C 2.37822 -2.28055 2.83152 -0.1 0.0 0.0
C 3.24749 -2.80489 3.77029 0.0 0.0 0.0
S 0.19574 -2.38685 1.18760 1.0 -2.0 1.2
O -0.75140 -1.49386 1.87790 0.1 -0.9 1.1
O -0.45807 -3.50292 0.54382 0.0 0.0 0.0
O 1.04324 -1.60017 0.28019 1.1 -1.0 0.4
H 3.66746 -5.58856 5.70978 0.0 0.0 0.0
H 4.24414 -3.95797 6.08288 0.0 0.0 0.0
H 4.99016 -4.88002 4.78068 0.0 0.0 0.0
H 1.80453 -5.82523 4.24416 0.0 0.0 0.0
H 0.24442 -4.89416 2.54226 0.1 0.0 0.0
H 2.53887 -1.29178 2.41744 0.0 -0.1 0.0
H 4.09198 -2.21523 4.10866 0.0 0.0 0.0
Cl 3.33042 0.48450 -1.09316 0.3 0.3 0.0
C 3.70189 2.01003 -0.33264 0.1 0.1 -0.1
C 3.98105 1.93346 1.02503 0.1 0.1 -0.1
C 4.19711 3.06973 1.77696 0.0 0.0 0.1
C 4.11888 4.30357 1.15247 0.0 0.0 0.0
C 3.85366 4.37156 -0.19626 0.0 -0.1 -0.1
Cl 3.74976 5.95385 -0.91886 0.0 0.0 0.0
C 3.64634 3.23820 -1.01343 0.1 0.0 -0.2
N 3.44821 3.45959 -2.37038 -0.1 -0.2 0.3
C 2.99299 2.55361 -3.38422 0.1 -0.1 0.2
C 3.94548 1.88957 -4.14599 0.1 -0.1 0.1
C 3.56631 1.00975 -5.14660 0.0 0.0 0.0
C 2.21728 0.80244 -5.39689 0.0 0.0 0.0
C 1.26688 1.49396 -4.66121 0.0 0.0 0.0
C 1.63170 2.39067 -3.65843 -0.1 -0.1 0.0
C 0.56199 3.13924 -2.89949 0.1 -0.1 0.1
C 0.39465 2.64007 -1.45771 -0.1 0.0 0.1
O 0.87033 3.33728 -0.55409 -0.2 -0.1 0.0
O -0.23927 1.53507 -1.29424 0.9 2.0 -1.2
H 4.01844 0.95330 1.48301 0.0 0.0 0.0
H 4.41178 2.99836 2.83570 0.0 0.0 -0.1
H 4.26075 5.22030 1.70887 0.0 0.0 0.0
H 3.17638 4.41297 -2.54071 0.0 0.1 -0.1
H 4.99295 2.06295 -3.92842 -0.1 0.0 0.0
H 4.31825 0.49260 -5.73098 0.0 0.0 0.0
H 1.90244 0.10238 -6.16249 0.0 0.0 0.0
H 0.21138 1.33382 -4.85854 0.1 0.0 0.0
H -0.38375 3.00685 -3.42540 0.0 0.0 0.0
H 0.79176 4.20206 -2.84152 0.0 0.0 -0.1


48
Properties=species:S:1:pos:R:3:forces:R:3 method="wB97M-V/def2-TZVPD" homo_energy_ev=-3.592 lumo_energy_ha=0.100 smiles="CCOC(=O)[C@H](/N=C/c1ccccc1)N(/N=C(/[O-])OCC)C(=O)OCC" total_charge=-1 gap_ha=0.232 total_energy_ha=-1276.69708
C -4.05349 2.62677 -1.76547 0.2 0.5 0.0
C -3.81990 1.19592 -1.42763 0.3 -0.4 -0.5
O -2.43421 0.93281 -1.86872 -0.3 -1.0 0.4
C -1.88678 -0.04212 -1.12349 -1.1 -0.7 -1.0
O -2.48967 -1.00698 -0.70253 0.3 0.6 -0.2
C -0.45342 0.26404 -0.73389 0.2 -0.7 -0.3
N 0.19602 -0.96964 -0.49178 0.6 -1.6 -0.9
C 1.33789 -1.28475 -0.93598 -0.3 1.3 0.4
C 1.83017 -2.66239 -0.84113 0.3 -1.0 0.6
C 3.20397 -2.93492 -0.69488 -0.6 0.0 -0.2
C 3.65318 -4.25083 -0.61769 -0.2 -0.2 0.1
C 2.73851 -5.31428 -0.69357 -0.1 0.3 -0.1
C 1.36469 -5.05377 -0.83225 0.5 0.4 0.2
C 0.91345 -3.72844 -0.85069 0.2 -0.2 -0.2
N -0.68024 0.96393 0.48292 0.7 -0.5 3.7
N -1.65565 1.92067 0.32340 0.2 3.1 -1.0
C -1.09636 3.03811 -0.21548 -2.9 -1.0 0.7
O -1.79185 3.91349 -0.78387 1.5 0.2 0.8
O 0.23999 3.20292 -0.08979 0.9 1.1 -0.4
C 0.64111 4.52637 -0.51675 -0.1 -0.7 0.0
C 2.08435 4.70491 -0.14169 0.3 0.2 0.1
C -0.96014 0.21461 1.68133 -0.6 0.8 -1.6
O -2.01675 0.20998 2.27828 1.1 0.2 -0.2
O 0.14096 -0.43720 2.07188 -0.4 -0.6 1.2
C -0.16018 -1.23264 3.24844 0.3 0.0 -0.4
C 1.02652 -2.12456 3.48343 0.3 -0.1 0.1
H -4.98666 2.96931 -1.31284 -0.1 0.0 -0.1
H -3.19089 3.21946 -1.35131 -1.1 -0.5 -0.5
H -4.09534 2.75079 -2.85195 -0.1 0.1 0.0
H -3.85593 1.01969 -0.34727 0.0 0.0 -0.3
H -4.45958 0.49416 -1.97366 0.0 0.0 0.2
H 0.02825 0.92344 -1.45930 0.2 0.1 -0.1
H 2.05089 -0.53696 -1.33873 -0.3 -0.2 -0.2
H 3.89287 -2.09158 -0.63041 -0.1 -0.3 -0.1
H 4.71952 -4.45187 -0.49669 -0.3 0.0 0.0
H 3.09914 -6.34615 -0.64288 -0.1 0.4 -0.1
H 0.65305 -5.87791 -0.92379 0.2 0.3 0.1
H -0.15453 -3.50345 -0.89706 0.3 0.0 -0.1
H 0.00961 5.27391 -0.01738 0.1 -0.2 -0.3
H 0.49229 4.60450 -1.60307 0.0 0.1 0.3
H 2.41842 5.66189 -0.54745 0.1 0.0 0.0
H 2.20997 4.73997 0.94603 0.0 -0.1 -0.2
H 2.72618 3.91540 -0.54724 -0.2 0.1 0.1
H -0.35473 -0.54541 4.08406 0.0 -0.3 -0.2
H -1.05992 -1.82465 3.04495 0.1 0.2 0.1
H 0.83251 -2.78672 4.33167 0.1 0.0 0.0
H 1.22360 -2.73789 2.59841 -0.1 0.0 0.1
H 1.92909 -1.54193 3.69351 -0.1 -0.1 0.0


60
Properties=species:S:1:pos:R:3:forces:R:3 method="wB97M-V/def2-TZVPD" de_lowest_kcal_mol=2.5 homo_energy_ev=-8.959 lumo_energy_ha=-0.013 gap_ha=0.316 total_energy_ha=-5933.54661
Mg -1.03980 -0.17486 1.94462 -0.2 0.4 -0.2
O -3.88590 2.85098 2.24276 0.0 0.0 -0.1
C -3.20875 1.74331 1.98938 -0.2 -0.1 0.1
O -2.00135 1.71060 1.90762 0.2 0.0 0.0
C -4.11212 0.54866 1.79010 0.0 0.0 0.0
O -3.37349 -0.63784 1.63265 0.1 0.1 -0.1
C -3.60434 -1.62011 2.66388 0.0 0.0 -0.1
C -2.71024 -1.40047 3.89686 0.0 0.1 0.0
O -3.01262 -1.98751 4.91573 0.0 0.0 0.0
O -1.70793 -0.62308 3.68707 0.0 -0.2 0.1
H -3.25777 3.58185 2.36034 0.0 0.0 0.0
H -4.69966 0.74352 0.88739 0.0 0.0 0.0
H -4.80586 0.49785 2.63265 0.0 0.0 0.0
H -3.35611 -2.58322 2.21765 0.0 0.0 0.0
H -4.65628 -1.63350 2.94647 0.0 0.0 0.0
C -0.46073 -3.30710 1.78803 0.1 0.0 0.0
O -0.65637 -2.07627 1.05595 0.0 0.0 0.0
C -0.22509 -2.04519 -0.24904 0.0 -0.1 0.0
C 0.32260 -3.11598 -0.91822 0.0 0.0 0.0
C 0.77514 -2.92200 -2.21973 0.0 -0.1 0.0
Br 1.55490 -4.37953 -3.13517 0.0 0.0 0.0
C 0.69793 -1.69652 -2.83606 0.0 0.0 0.0
C 0.13296 -0.61299 -2.15659 0.0 0.0 -0.1
C -0.34814 -0.80201 -0.86711 0.1 0.0 0.0
O -0.91626 0.18960 -0.13571 -0.1 -0.1 0.0
C 0.06238 0.72788 -2.72867 0.0 0.0 0.0
N -0.48647 1.74291 -2.09749 0.0 0.0 0.0
C -0.32822 2.84098 -2.92893 0.0 0.0 0.0
C -0.70902 4.16833 -2.75367 0.0 0.0 0.0
C -0.40991 5.05934 -3.76479 0.0 0.0 0.0
C 0.25358 4.64745 -4.93039 0.0 0.0 0.0
C 0.63727 3.33360 -5.11784 0.0 0.0 0.0
C 0.33346 2.44408 -4.09548 0.0 0.0 0.0
N 0.56475 1.08849 -3.93917 0.0 0.0 0.0
H 0.59120 -3.58379 1.76139 0.0 0.0 0.0
H -1.09235 -4.08241 1.35448 0.0 0.0 0.0
H -0.74331 -3.09186 2.81360 0.0 0.0 0.0
H 0.45021 -4.07353 -0.43928 0.0 0.0 0.0
H 1.08469 -1.58526 -3.83955 0.0 0.0 0.0
H -0.87581 1.04320 -0.68451 0.0 0.0 0.0
H -1.21457 4.48417 -1.85113 0.0 0.0 0.0
H -0.68868 6.09901 -3.65826 0.0 0.0 0.0
H 0.47234 5.37665 -5.69871 0.0 0.0 0.0
H 1.15248 3.02289 -6.01701 0.0 0.0 0.0
H 1.06549 0.49059 -4.57178 0.0 0.0 0.0
F 3.27071 1.71645 3.30646 0.0 0.0 0.0
C 2.81370 0.56069 3.78259 0.0 0.1 -0.1
F 3.83032 -0.17013 4.20826 0.0 0.0 0.0
F 1.98560 0.80225 4.79323 0.0 0.0 0.0
S 1.88631 -0.34725 2.47172 0.0 -0.2 -0.1
O 0.81935 0.60064 2.13199 -0.1 0.0 0.1
O 1.44731 -1.56250 3.09559 0.1 0.0 0.1
N 2.79618 -0.49007 1.22811 0.1 -0.1 0.2
S 3.66423 -1.82497 1.00695 -0.1 0.0 -0.1
O 2.85152 -2.95180 0.64449 0.0 0.0 0.0
O 4.72102 -2.00552 1.95079 0.0 0.1 0.0
C 4.44160 -1.27379 -0.57079 0.0 0.0 0.1
F 5.22655 -2.25209 -1.01542 0.0 0.0 0.0
F 3.50918 -1.02376 -1.49426 0.0 0.0 0.0
F 5.17218 -0.17905 -0.39407 0.0 0.0 0.0


26
Properties=species:S:1:pos:R:3:forces:R:3 method="wB97M-V/def2-TZVPD" de_lowest_kcal_mol=2.2 homo_energy_ev=-9.050 lumo_energy_ha=0.035 smiles=CCc1ccccc1.CC gap_ha=0.368 total_energy_ha=-390.63229
C -0.11513 2.68416 0.23886 0.2 -0.1 0.0
C 0.41113 1.26743 -0.01136 0.0 0.0 0.2
C -0.69560 0.26204 -0.19319 0.0 0.0 -0.1
C -1.30827 -0.32272 0.91089 0.0 0.0 -0.1
C -2.35418 -1.21927 0.75045 0.0 0.0 0.0
C -2.80322 -1.54793 -0.52258 0.0 0.0 0.2
C -2.19783 -0.97068 -1.62975 -0.2 -0.2 0.0
C -1.15186 -0.07581 -1.46440 0.0 0.0 0.0
H -0.81334 2.68875 1.07603 -0.1 0.0 0.0
H -0.61863 3.07667 -0.64275 -0.1 0.0 0.0
H 0.70826 3.35749 0.48404 0.0 0.0 0.0
H 1.06864 1.26035 -0.88108 0.0 0.0 -0.1
H 1.03548 0.96511 0.83433 0.0 0.0 0.0
H -0.95816 -0.07918 1.90650 0.0 0.0 0.0
H -2.81444 -1.66963 1.62128 0.0 0.0 0.0
H -3.62385 -2.24977 -0.62554 0.1 0.1 -0.1
H -2.54796 -1.24283 -2.61886 0.1 0.1 0.0
H -0.68126 0.36709 -2.33571 0.0 0.0 0.0
C 3.76607 -0.26133 -0.01543 0.1 -0.1 0.3
C 4.10141 -0.50142 1.45871 0.1 -0.2 -0.3
H 3.46449 0.77351 -0.17255 0.0 0.0 -0.1
H 4.63298 -0.47269 -0.64224 0.0 0.1 -0.1
H 2.95275 -0.90840 -0.34431 0.0 0.0 0.0
H 4.42804 -1.53149 1.62276 0.0 0.0 0.0
H 3.22506 -0.34920 2.08908 0.1 0.2 0.1
H 4.92254 0.14723 1.77038 -0.2 0.0 0.2